[1]
This record from OMol25 describes a molecular structure, C20H19N6O2Pd in a non-equilibrium geometry. The level of theory is ωB97M-V with the def2-TZVPD basis set.

CARTESIAN COORDINATES (ANGSTROEM)
1 Pd 0.391864 -0.266924 0.249015
2 O -1.140018 2.109522 3.361651
3 C -0.784979 1.232879 2.587964
4 N 0.200421 1.342149 1.695647
5 C 0.572737 2.672499 1.285629
6 C 1.121758 2.641819 -0.110670
7 C 2.033939 3.601989 -0.540988
8 C 2.527284 3.541840 -1.831040
9 C 2.054220 2.549351 -2.679633
10 C 1.139008 1.637323 -2.184731
11 N 0.698289 1.665536 -0.926054
12 C -1.492271 -0.099366 2.519763
13 C -2.128375 -0.649550 3.624408
14 C -2.846497 -1.820187 3.455774
15 C -2.952442 -2.362021 2.182637
16 C -2.297505 -1.745067 1.127916
17 N -1.569374 -0.645499 1.301432
18 H 1.298008 3.105694 1.986322
19 H -0.316453 3.326705 1.298745
20 H 2.357319 4.375385 0.137345
21 H 3.256263 4.260200 -2.173640
22 H 2.383650 2.485489 -3.705196
23 H 0.733660 0.860964 -2.823771
24 H -2.035082 -0.156460 4.578639
25 H -3.312351 -2.299294 4.302466
26 H -3.534965 -3.252324 2.012165
27 H -2.369545 -2.142988 0.120997
28 C 0.779138 -4.151064 2.949403
29 C 0.814593 -3.092227 2.000468
30 N 0.856416 -2.270262 1.200475
31 H 1.743718 -4.661248 2.957546
32 H 0.000929 -4.860080 2.663251
33 H 0.571638 -3.754356 3.943340
34 N 7.102091 -0.406490 -2.725683
35 C 6.533807 0.270002 -1.709495
36 O 7.096219 1.144541 -1.090642
37 C 5.119955 -0.111155 -1.359678
38 C 4.649749 0.308001 -0.117008
39 C 3.348760 0.030408 0.247298
40 N 2.513068 -0.622940 -0.563941
41 C 2.947959 -1.020796 -1.754013
42 C 4.241748 -0.789524 -2.195121
43 H 8.043987 -0.158402 -2.981897
44 H 6.651693 -1.151375 -3.225594
45 H 5.326573 0.845192 0.526136
46 H 2.951597 0.321613 1.219971
47 H 2.240477 -1.566980 -2.368200
48 H 4.533068 -1.128127 -3.175750

Cartesian forces, eV/Å:
Pd -0.2 0.4 0.0
O -0.2 -0.2 0.0
C 0.1 0.0 0.1
N 0.4 -0.7 -0.6
C -0.1 0.1 0.2
C 0.2 0.2 0.0
C -0.1 -0.1 -0.1
C -0.2 -0.1 0.1
C -0.1 -0.1 0.0
C 0.1 0.2 -0.3
N 0.0 -0.2 0.3
C -0.4 0.2 0.2
C 0.1 0.0 -0.2
C 0.2 0.1 -0.1
C 0.0 0.0 -0.1
C -0.3 -0.2 0.1
N 0.4 0.0 -0.1
H 0.0 0.1 -0.2
H 0.2 0.0 0.1
H 0.0 0.0 0.1
H 0.1 0.1 0.0
H 0.0 0.0 -0.1
H 0.1 0.0 0.1
H 0.0 0.1 0.1
H -0.1 0.0 0.1
H -0.1 -0.1 -0.1
H 0.1 0.0 0.1
C 0.0 -0.8 0.7
C 0.1 0.9 -1.0
N -0.3 -0.2 0.5
H -0.1 0.0 0.1
H 0.0 0.0 0.1
H 0.0 -0.1 0.0
N 0.2 -0.1 -0.3
C 0.0 -0.1 -0.1
O 0.1 0.1 0.1
C -0.5 0.1 0.2
C 0.2 -0.1 -0.2
C 0.3 0.0 0.1
N -0.3 0.4 0.2
C 0.1 -0.2 -0.1
C 0.1 0.0 0.2
H 0.0 0.0 0.0
H 0.0 0.0 0.1
H 0.0 0.1 0.2
H 0.1 0.0 -0.2
H 0.0 0.1 0.0
H 0.0 -0.1 -0.1

Calculated values
E = -37558.1141 eV
molar mass = 481.8 Da
energy relative to the best compared isomer or geometry (same formula, charge and spin) = 0.2928 eV
2S+1 = 3
gap between HOMO and LUMO (alpha / beta) = 8.4631 / 7.1234 eV
LUMO energy (alpha / beta) = -2.9 / -4.1 eV
F_max = 1.400 eV/A
net charge = +1
⟨S²⟩ = 2.0069

[2]
This record from OMol25 describes 2 unconnected molecules or ions with the total composition C4H10O. The level of theory is ωB97M-V with the def2-TZVPD basis set.

CARTESIAN COORDINATES (ANGSTROEM)
1 C -2.243165 -0.379089 0.066554
2 C -1.029922 -0.114618 0.543741
3 C 0.240430 -0.735083 0.027496
4 C 1.507042 0.118811 0.063666
5 O 2.588906 -0.786477 -0.081306
6 H -2.385096 -1.029839 -0.794789
7 H -3.134350 0.075869 0.489967
8 H -0.925898 0.600039 1.363847
9 H 0.093950 -1.114727 -0.990989
10 H 0.457724 -1.603036 0.660964
11 H 1.514563 0.864245 -0.744717
12 H 1.577581 0.669256 1.016629
13 H 3.407852 -0.280833 -0.137754
14 H -1.120613 1.555845 -0.853018
15 H -0.568289 2.044980 -0.936943

Cartesian forces, eV/Å:
C 0.1 -0.1 0.1
C -0.2 -0.1 0.0
C 0.0 -0.1 0.0
C -0.4 0.3 0.0
O 0.3 0.1 0.0
H 0.0 0.0 0.2
H 0.1 -0.1 0.0
H 0.0 -0.2 -0.1
H 0.0 0.0 0.2
H 0.0 0.0 -0.1
H -0.1 -0.2 0.1
H -0.1 -0.2 -0.1
H -0.1 -0.1 0.0
H 0.2 0.4 -0.2
H 0.0 0.3 -0.2

Calculated values
E = -6355.5747 eV
molar mass = 74.1 Da
SMILES = C=CCCO.[H][H]
energy relative to the best compared isomer or geometry (same formula, charge and spin) = 2.2282 eV
gap between HOMO and LUMO = 10.4728 eV
LUMO energy = 1.0 eV
F_max = 0.471 eV/A

[3]
This record from OMol25 describes a molecular structure, C10H4AlF18O2Pt in a non-equilibrium geometry. The level of theory is ωB97M-V with the def2-TZVPD basis set.

CARTESIAN COORDINATES (ANGSTROEM)
1 F -3.365383 -2.984292 -2.601841
2 C -2.933904 -3.936833 -1.781815
3 C -1.455564 -4.687820 -2.625028
4 O -0.460375 -4.569047 -1.823357
5 Al -0.765801 -3.067911 -0.812194
6 C 0.345107 -2.825096 0.945494
7 F 0.268136 -3.986798 1.641798
8 F 1.627136 -2.638436 0.577023
9 C -0.089924 -1.692140 1.919638
10 F -1.216236 -2.104151 2.520842
11 F 0.861617 -1.523759 2.846252
12 C -0.390368 -0.350514 1.168081
13 F 0.473586 -0.268630 0.136328
14 F -1.634242 -0.475364 0.657749
15 C -0.345364 0.970244 2.016047
16 F 0.734186 1.003910 2.814573
17 F -1.444647 0.966463 2.774905
18 C -0.346640 2.284664 1.159059
19 F -1.060704 2.078875 0.034345
20 F -0.950658 3.228291 1.886723
21 C 1.076336 2.840879 0.789274
22 F 1.946367 1.835214 0.583718
23 F 1.529767 3.589345 1.806493
24 C 1.054055 3.728289 -0.491032
25 F 0.886797 2.944651 -1.570758
26 F 0.050680 4.618033 -0.405755
27 C 2.362275 4.534223 -0.728482
28 F 2.541007 5.484077 0.217713
29 F 2.274922 5.148929 -1.895677
30 F 3.447431 3.745815 -0.730354
31 O -2.515018 -3.541809 -0.651897
32 H -3.678451 -4.763917 -1.795313
33 H -1.474805 -3.969144 -3.468258
34 H -1.648474 -5.714013 -2.953710
35 H -0.536583 -1.852156 -1.805784
36 Pt 4.833733 5.949929 -0.354799

Cartesian forces, eV/Å:
F 0.3 -0.2 -0.2
C -3.2 1.7 2.1
C 3.3 -1.7 -1.9
O -0.7 -0.5 0.1
Al 1.4 2.0 0.4
C -0.9 -0.4 -0.5
F 0.2 -0.1 0.3
F 0.2 0.0 0.0
C 0.1 0.1 -0.1
F -0.1 0.1 0.1
F 0.1 -0.1 0.0
C 0.2 -0.1 0.2
F 0.1 0.2 0.1
F 0.0 0.0 -0.2
C 0.1 -0.3 -0.2
F 0.0 0.0 0.0
F -0.1 0.0 0.1
C 0.1 0.1 0.0
F 0.0 0.0 0.0
F -0.1 0.1 0.0
C 0.0 -0.1 -0.1
F -0.1 0.1 -0.1
F 0.0 0.0 0.1
C 0.0 -0.1 0.1
F 0.0 0.1 0.1
F 0.1 -0.1 0.0
C -0.2 0.0 -0.1
F -0.3 -0.3 0.0
F 0.0 -0.1 -0.1
F -0.4 0.0 0.1
O -0.2 -0.5 -0.7
H 0.8 -0.4 -0.4
H -0.7 0.4 0.5
H -0.5 0.0 0.4
H -0.2 -0.3 0.0
Pt 0.8 0.5 0.1

Calculated values
E = -73273.3674 eV
molar mass = 720.2 Da
gap between HOMO and LUMO = 1.1850 eV
LUMO energy = -9.5 eV
F_max = 4.183 eV/A
net charge = +1

[4]
This record from OMol25 describes a single C11H19BO2 molecule in a non-equilibrium geometry. The level of theory is ωB97M-V with the def2-TZVPD basis set.

CARTESIAN COORDINATES (ANGSTROEM)
1 C -1.657550 -2.234432 1.221503
2 C -1.321166 -0.734099 1.095025
3 C -1.907715 -0.083871 2.394051
4 O 0.144818 -0.520691 1.023677
5 B 0.408571 -0.000183 -0.227163
6 C 1.873855 0.371801 -0.597209
7 C 2.596604 1.154024 0.222336
8 C 3.985817 1.459278 -0.293108
9 C 4.062625 0.820674 -1.793818
10 C 2.774774 -0.107491 -1.706722
11 O -0.730088 0.010656 -1.113898
12 C -1.846562 -0.073942 -0.261513
13 C -3.039800 -0.922785 -0.907788
14 C -2.258779 1.355786 -0.017050
15 H -2.706452 -2.426784 1.252465
16 H -1.276017 -2.767392 0.339528
17 H -1.032199 -2.603402 2.111146
18 H -1.619076 1.015583 2.376334
19 H -2.992593 -0.217535 2.221902
20 H -1.581550 -0.661182 3.333487
21 H 2.045830 1.674297 0.978147
22 H 4.726861 0.872891 0.298910
23 H 4.215224 2.494229 -0.196720
24 H 3.845368 1.606544 -2.648323
25 H 4.986377 0.252233 -1.960927
26 H 2.155766 -0.187070 -2.648194
27 H 3.109718 -1.162016 -1.504181
28 H -3.760430 -1.057736 -0.169728
29 H -2.844749 -1.941304 -1.103575
30 H -3.339562 -0.509486 -1.830033
31 H -3.076818 1.442598 0.621470
32 H -2.541325 1.819725 -0.949135
33 H -1.399779 1.861083 0.439104

Cartesian forces, eV/Å:
C 3.1 0.0 0.0
C -0.3 -0.1 0.6
C 0.8 0.1 -0.8
O -1.6 0.4 -0.5
B -0.6 -1.1 -1.2
C 1.2 0.3 0.6
C -0.8 0.2 -1.7
C 0.5 -1.9 -0.6
C -2.7 1.5 0.5
C -0.2 -1.4 -1.6
O 2.3 -0.3 1.2
C -1.6 -1.4 0.4
C 2.7 1.0 0.8
C 0.9 0.0 -0.7
H -0.6 -0.1 0.6
H 0.0 0.0 0.2
H -1.4 0.2 -1.1
H -0.5 -1.5 0.7
H 0.3 0.4 0.7
H -0.4 1.1 -1.5
H 0.5 0.3 0.9
H -0.3 0.6 -0.1
H 0.4 0.8 -0.2
H 0.8 -1.4 1.8
H -0.4 0.4 -0.1
H 1.0 0.2 0.6
H -0.4 0.7 -0.1
H -1.9 0.7 1.1
H 1.2 -1.1 -0.5
H -0.8 0.9 -0.8
H -1.4 0.1 1.2
H 0.2 0.2 -0.4
H -0.2 0.3 -0.3

Calculated values
E = -16487.7014 eV
molar mass = 194.1 Da
SMILES = CC1(C)OB(C2=CCCC2)OC1(C)C
energy relative to the best compared isomer or geometry (same formula, charge and spin) = 0.0000 eV
gap between HOMO and LUMO = 9.5429 eV
LUMO energy = 0.7 eV
F_max = 3.110 eV/A

[5]
This record from OMol25 describes a molecular structure, C24H42FeN6 in a non-equilibrium geometry. The level of theory is ωB97M-V with the def2-TZVPD basis set.

CARTESIAN COORDINATES (ANGSTROEM)
1 Fe -0.088473 0.332089 0.069285
2 C 6.348235 -2.596054 0.917850
3 C 4.794472 -2.252849 0.828767
4 C 4.536288 -0.788361 0.366086
5 C 3.153853 -0.313009 0.093122
6 N 2.054188 0.018691 -0.148775
7 H 6.810577 -1.721431 1.375444
8 H 6.789402 -2.668535 -0.076233
9 H 6.630443 -3.487090 1.478649
10 H 4.320297 -2.275061 1.809975
11 H 4.303341 -2.929031 0.128994
12 H 5.140226 -0.562168 -0.512672
13 H 4.858020 -0.135695 1.177635
14 C 3.874811 3.481411 2.240051
15 C 2.691773 4.456156 2.613601
16 C 1.394272 3.710373 2.971105
17 C 0.838966 2.711813 2.034043
18 N 0.476820 1.954877 1.261522
19 H 3.529193 2.575781 1.741556
20 H 4.393302 3.153845 3.141143
21 H 4.654430 4.029105 1.710602
22 H 2.531616 5.043220 1.709277
23 H 3.094066 5.141517 3.359621
24 H 0.671856 4.523611 3.040758
25 H 1.524556 3.241888 3.946630
26 C -5.873672 -0.393659 0.529233
27 C -5.677020 1.076785 0.446306
28 C -4.410453 1.571305 1.275794
29 C -3.072460 1.133348 0.791013
30 N -2.065871 0.756438 0.342498
31 H -5.932128 -0.807980 1.535718
32 H -5.042144 -0.878722 0.017969
33 H -6.793182 -0.666234 0.011255
34 H -6.621499 1.493120 0.796619
35 H -5.619882 1.438927 -0.580191
36 H -4.602961 1.277751 2.307719
37 H -4.310326 2.653580 1.357984
38 C 2.257112 -3.265074 3.764876
39 C 1.032148 -2.783938 4.570805
40 C -0.282525 -2.426560 3.854980
41 C -0.091821 -1.651486 2.617853
42 N 0.049612 -1.037719 1.617934
43 H 2.185810 -4.342875 3.618766
44 H 3.203439 -3.168519 4.297087
45 H 2.299050 -2.757671 2.801089
46 H 1.476782 -1.907487 5.042227
47 H 0.820358 -3.304624 5.504678
48 H -0.940923 -1.908879 4.552552
49 H -0.837649 -3.350652 3.693793
50 C -1.118263 2.592178 -6.432720
51 C -0.633677 1.906118 -5.174748
52 C -0.400728 2.876675 -3.950027
53 C -0.217154 2.186652 -2.613403
54 N -0.128789 1.673486 -1.555766
55 H -0.516649 3.500105 -6.475599
56 H -2.190088 2.776517 -6.359877
57 H -0.926698 1.896356 -7.249564
58 H 0.345794 1.468413 -5.367469
59 H -1.332679 1.143455 -4.831468
60 H -1.267307 3.531084 -3.855706
61 H 0.438870 3.494795 -4.267983
62 C -4.089574 -2.508671 -2.439717
63 C -3.073620 -2.591384 -3.579559
64 C -1.607060 -2.820665 -3.107973
65 C -1.116292 -1.890269 -2.086116
66 N -0.731511 -1.167691 -1.283990
67 H -3.715698 -1.845358 -1.659763
68 H -4.143932 -3.503544 -1.997722
69 H -5.090135 -2.185028 -2.726469
70 H -3.080158 -1.718421 -4.232243
71 H -3.283067 -3.437858 -4.233554
72 H -0.941782 -2.982651 -3.956069
73 H -1.656131 -3.788561 -2.609093

Cartesian forces, eV/Å:
Fe 0.7 0.1 -0.7
C -1.1 1.4 -0.3
C 0.3 -0.2 -0.1
C 0.2 0.5 0.0
C -2.0 -0.4 -0.7
N 2.2 -0.8 0.7
H 0.3 -0.2 0.2
H -0.2 -0.1 -0.1
H -0.5 0.1 0.0
H 0.1 -0.7 0.0
H -0.1 -0.1 0.2
H -0.1 0.2 -0.1
H 0.3 0.2 0.0
C -0.3 0.6 1.2
C 1.8 -1.5 -2.2
C -0.1 0.8 0.5
C 1.4 1.4 0.7
N -0.6 -0.9 -0.3
H 0.1 0.2 -0.5
H -0.2 -0.2 0.2
H -0.3 -0.2 -0.5
H -0.3 0.2 0.1
H -0.8 -0.2 0.4
H -0.6 -0.3 0.3
H -0.3 -0.2 0.0
C 0.4 -1.1 -0.6
C 0.4 0.9 0.1
C -0.6 0.2 -0.3
C 0.0 -1.0 -0.5
N -1.6 0.8 1.2
H 0.0 0.3 0.1
H 0.0 -0.4 0.0
H 0.1 -0.1 0.0
H 0.5 0.8 0.6
H 0.3 -0.2 -0.1
H 0.6 -0.4 0.1
H -0.2 0.2 -0.4
C -1.0 -1.5 0.1
C 1.8 1.6 1.0
C 0.5 -0.5 0.3
C 0.0 1.4 -2.5
N -0.7 -1.7 3.3
H 0.0 0.0 -0.5
H -0.2 0.5 0.1
H 0.2 0.0 0.0
H -0.6 0.8 -0.1
H -0.2 -0.9 -0.5
H 0.1 0.6 -0.2
H 0.0 -0.1 -0.8
C 0.1 -0.2 0.9
C 0.3 -0.6 1.5
C -0.4 -0.6 -0.3
C 0.3 -0.5 1.5
N -0.2 1.2 -3.2
H -0.4 0.2 -0.8
H 0.1 0.4 -0.2
H 0.0 0.4 -0.2
H -0.1 -0.3 0.0
H 0.1 -0.3 -0.2
H -0.1 0.1 0.3
H 0.3 0.1 0.8
C 0.7 -0.4 0.1
C 0.2 0.6 -0.4
C -1.0 -0.8 0.5
C 0.0 -0.3 -0.9
N 0.3 0.3 0.4
H -0.1 0.2 0.1
H -0.3 0.0 0.2
H 0.2 -0.1 -0.2
H -0.2 0.1 0.1
H -0.1 0.0 0.1
H 0.3 0.6 0.2
H 0.3 -0.2 0.3

Calculated values
E = -68871.0589 eV
molar mass = 470.5 Da
energy relative to the best compared isomer or geometry (same formula, charge and spin) = 1.3706 eV
2S+1 = 6
gap between HOMO and LUMO (alpha / beta) = 11.3968 / 6.7986 eV
LUMO energy (alpha / beta) = -7.1 / -11.7 eV
F_max = 3.813 eV/A
net charge = +3
⟨S²⟩ = 8.7548

> E of number 3 (C10H4AlF18O2Pt)?

-73273.3674 eV